# 1
80
Properties=species:S:1:pos:R:3:forces:R:3:mulliken_charge:R:1 method="wB97M-V/def2-TZVPD" multiplicity=1 homo_ev=-8.95 e_lumo_ev=0.5 orbital_gap_ha=0.34888 total_charge=0
H 2.413 -2.813 2.672 0.067 0.777 0.030 0.330
H -3.314 -3.101 6.763 0.099 0.220 0.063 0.331
O 3.487 1.648 0.167 0.254 -1.635 -0.631 -0.214
H -3.332 -7.220 -1.007 0.126 -0.108 0.179 0.346
C -4.411 2.483 -2.653 0.445 0.334 0.220 0.510
H 1.028 1.304 2.822 0.584 -0.159 0.437 0.399
H 3.973 -2.582 0.900 -0.422 0.603 0.099 0.370
O -1.517 -2.107 6.478 0.155 0.096 -0.176 -0.359
N 3.314 3.552 1.200 0.036 -1.744 1.079 -0.748
H -1.780 0.180 -2.828 -0.244 -0.041 -0.102 -0.232
C -1.866 -4.270 5.635 -0.065 -0.301 -0.127 -0.459
C 2.065 -2.133 -0.043 0.952 0.850 -0.243 -0.506
H 1.924 -0.724 -1.786 -0.031 0.115 0.886 0.503
C -0.437 -3.855 5.329 -0.490 -0.070 -0.184 -0.146
C 1.471 -0.834 2.705 0.065 0.034 0.507 1.143
O -2.037 -6.651 0.509 0.023 0.162 0.180 -0.380
H 0.285 -4.373 5.963 0.087 0.067 -0.077 0.319
H 0.816 -0.723 1.814 0.663 -0.283 0.299 -0.161
C -1.950 -4.371 -0.069 -0.507 -0.167 -0.209 0.118
C 3.894 7.723 -2.765 0.038 0.171 0.243 -0.571
H -1.949 -3.686 7.735 0.028 0.042 -0.020 0.262
H 1.262 -2.663 0.511 0.482 0.122 -0.393 -0.004
H -3.754 3.784 -4.210 0.020 0.062 0.119 0.247
C 3.881 6.265 -2.331 -0.278 0.607 -0.083 -0.284
C 3.550 5.551 -3.620 0.150 -0.474 0.357 0.478
H 3.571 -1.543 3.126 -0.657 0.116 -0.260 0.533
H -0.192 -3.994 4.277 0.248 0.027 0.100 0.024
H 4.554 8.354 -2.172 0.016 -0.008 -0.086 0.342
H -5.143 4.415 -3.270 0.309 0.043 0.105 0.295
H 3.740 -0.827 0.749 -0.527 -0.450 -0.202 0.111
C -1.673 -5.430 0.974 0.415 0.329 0.181 0.332
H -2.877 -4.731 -2.031 0.022 -0.082 0.018 0.335
C -2.246 -3.315 6.751 -0.255 -0.214 0.105 -0.470
C 1.438 -0.914 -0.801 -1.565 -0.920 -0.022 -0.308
H -0.495 -1.597 -0.106 0.061 -0.195 -0.885 -0.042
C -5.652 2.801 -4.636 -0.125 0.254 -0.233 -0.497
H 1.382 0.014 -0.188 0.600 -0.614 -0.414 -0.011
C 1.791 0.613 3.237 -0.962 -0.604 -0.461 -0.788
H 2.884 8.135 -2.697 0.054 0.007 -0.024 0.266
C -0.447 -2.389 5.696 0.515 -0.136 0.033 0.508
O -4.770 1.253 -3.108 -0.034 0.128 0.125 -0.337
C 3.446 2.618 -0.774 -0.216 0.982 2.645 -0.020
H 0.844 -1.333 3.482 0.549 0.678 -0.770 -0.653
H -1.684 -6.806 -1.518 0.006 0.015 0.046 0.253
H 2.516 -2.808 -0.809 -0.618 0.258 0.519 0.495
H -3.940 -4.950 -0.640 0.035 -0.035 -0.037 0.283
H -2.496 -4.089 4.761 0.033 -0.030 0.036 0.183
O 3.771 6.371 -4.681 -0.134 -0.160 0.060 -0.373
H -0.149 -2.085 -1.864 -0.102 0.289 0.604 0.476
C 3.204 -1.774 0.965 0.271 -0.467 0.746 -0.457
H 3.907 8.435 -4.822 -0.008 -0.192 -0.160 0.318
H 3.125 6.074 -1.574 0.229 -0.366 0.050 0.296
C -2.917 -5.083 -1.001 -0.131 0.235 -0.218 -0.615
C 4.310 7.621 -4.220 0.083 0.315 -0.025 -0.412
C -0.087 -1.286 -1.098 0.629 0.861 0.305 -0.379
H -1.938 0.651 -0.443 -0.093 0.117 0.005 -0.127
O 0.379 -1.576 5.383 -0.453 0.133 0.559 -0.644
H -2.399 -3.488 0.380 0.326 0.060 0.094 0.346
N 3.332 3.759 -0.131 0.190 0.362 -2.068 0.027
H 1.684 0.597 4.345 0.403 0.269 -0.754 0.419
O -3.915 2.674 -1.582 -0.154 -0.368 -0.029 -0.555
C 3.408 2.240 1.387 -0.708 1.148 -0.855 0.403
C -4.690 3.529 -3.709 -0.511 -0.144 -0.251 -0.408
H -5.610 3.141 -5.670 0.017 -0.088 0.016 0.318
H 4.861 5.934 -1.985 -0.100 -0.129 0.080 0.249
H 5.396 7.596 -4.342 -0.025 -0.037 0.002 0.250
O 3.181 4.415 -3.727 0.001 0.172 -0.364 -0.556
S 3.474 1.249 2.864 0.236 0.668 -0.218 -0.163
H -0.032 1.374 -1.778 -0.085 0.086 0.081 -0.192
H -4.410 1.077 -5.131 0.005 0.018 0.038 0.263
H -1.015 -4.114 -0.570 0.020 0.084 0.131 -0.061
Si -1.044 0.312 -1.561 0.569 -0.549 -0.026 0.424
C -2.501 -6.534 -0.846 -0.138 -0.106 -0.287 -0.446
C 2.706 -1.753 2.462 -0.209 -0.645 -1.074 -1.006
H -1.971 -5.319 5.912 -0.021 0.060 0.044 0.383
H -6.676 2.934 -4.279 0.036 -0.035 -0.032 0.260
H 3.511 2.401 -1.844 -0.112 0.142 0.646 0.458
H -6.058 0.663 -4.619 0.120 -0.100 0.172 0.302
C -5.230 1.354 -4.464 -0.107 -0.121 -0.251 -0.400
O -1.173 -5.252 2.049 -0.184 -0.337 0.010 -0.522

=====

# 2
16
Properties=species:S:1:pos:R:3:forces:R:3:mulliken_charge:R:1 method="wB97M-V/def2-TZVPD" multiplicity=1 homo_ev=-8.74 e_lumo_ev=1.2 relative_energy_kcal_mol=86.4 orbital_gap_ha=0.36502 total_charge=0
H -0.835 0.193 1.537 -0.032 0.246 0.249 0.324
C -0.333 0.109 0.591 0.179 0.141 0.702 -0.116
H -3.164 -1.434 0.567 0.030 -0.060 0.120 0.030
O 1.095 -1.102 -0.422 -0.396 0.322 -0.918 -0.438
H -2.741 -1.647 1.141 -0.099 0.010 -0.075 -0.019
H 2.948 0.879 -0.492 -0.156 -0.057 0.100 0.325
H 1.414 1.398 -1.206 0.029 0.080 -0.097 0.244
H 1.659 -0.187 1.367 0.154 -0.241 0.152 0.337
C 1.913 1.155 -0.271 -0.013 0.418 -0.018 -1.202
H -2.146 0.479 -0.502 0.559 -1.020 -0.293 0.209
H -0.743 0.844 -1.558 0.467 0.372 0.241 0.212
H 1.905 2.030 0.369 0.138 0.328 0.054 0.332
C 1.181 0.056 0.422 0.343 0.167 0.309 0.210
C -1.072 0.298 -0.686 0.566 -0.493 -0.488 -0.646
H -0.756 -2.014 -0.534 -0.634 -0.232 0.732 0.401
C -0.324 -1.056 -0.322 -1.135 0.018 -0.770 -0.202

=====

# 3
15
Properties=species:S:1:pos:R:3:forces:R:3:mulliken_charge:R:1 method="wB97M-V/def2-TZVPD" multiplicity=1 homo_ev=-8.96 e_lumo_ev=-1.0 relative_energy_kcal_mol=175.5 orbital_gap_ha=0.29249 total_charge=0
H -0.042 -0.351 2.090 0.165 1.013 4.378 0.570
C -1.503 -0.686 0.435 -0.442 -3.562 1.433 -0.378
C -0.137 -0.641 1.148 0.072 3.785 -3.450 -0.369
S 1.152 1.669 0.306 -2.253 1.503 1.835 -0.145
H -2.370 -1.045 1.247 1.419 2.144 -2.866 0.392
H -0.046 2.043 1.135 2.198 -0.577 -1.462 0.145
S 1.681 -0.895 -0.770 0.740 -0.191 -0.588 -0.259
O -2.246 1.263 -0.641 -0.612 -1.391 3.215 -0.562
H -0.049 -2.380 0.037 -0.821 1.592 1.108 0.290
H -2.719 1.244 0.885 1.624 -0.304 -5.170 0.331
C 0.838 0.011 0.277 1.324 -0.098 -0.754 0.196
C -1.687 -0.137 -1.012 -1.610 2.376 2.727 -0.130
H -2.404 -0.612 -1.675 -0.493 -0.379 0.641 0.295
H -0.804 -0.033 -1.660 0.140 0.333 0.938 0.226
N -0.571 -1.806 0.770 -1.452 -6.245 -1.986 -0.602

=====

# 4
95
Properties=species:S:1:pos:R:3:forces:R:3:mulliken_spin:R:1 method="wB97M-V/def2-TZVPD" multiplicity=6 homo_ev="-9.56 / -9.49" e_lumo_ev="-3.0 / -3.4" orbital_gap_ha="0.24008 / 0.22387" total_charge=+1
C -5.244 1.844 0.265 -0.057 0.015 0.120 -0.006
C -0.321 -5.003 -1.197 0.014 0.035 -0.085 0.013
H -4.790 -3.640 -0.472 -0.017 -0.020 -0.022 0.002
N -0.313 -2.596 1.954 0.130 0.050 -0.237 0.083
C 5.245 3.206 -1.034 -0.007 -0.006 -0.027 0.001
N -3.160 -2.607 1.381 -0.135 -0.404 0.122 0.105
H 2.043 3.782 3.960 0.002 0.029 -0.024 0.000
H 2.676 1.290 4.246 -0.030 -0.011 0.002 0.000
C 3.103 3.267 -2.173 0.002 0.008 0.002 0.000
C -4.144 -1.875 1.800 -0.029 -0.121 -0.106 -0.018
H -3.680 1.574 -1.174 0.016 0.010 0.022 0.002
H -3.796 -5.085 -0.748 0.014 0.005 -0.025 0.002
H 6.296 3.460 -1.033 -0.007 0.018 0.007 0.000
C 0.926 -3.841 0.322 -0.106 0.211 0.254 -0.006
H 4.901 2.992 3.164 0.008 0.000 0.021 0.000
N -2.814 -3.228 -1.086 0.086 -0.360 0.409 0.089
C 2.942 0.971 2.158 -0.083 -0.087 0.047 0.002
H -1.618 3.680 -1.591 -0.022 -0.026 0.022 0.000
C 4.163 3.481 3.803 -0.052 0.033 -0.043 0.000
H -0.645 5.356 0.084 0.017 0.006 0.009 0.000
C -2.836 -3.049 -2.349 0.080 -0.012 -0.068 0.034
H 0.942 5.193 -2.535 -0.030 -0.001 -0.025 0.000
C 2.025 -4.883 -1.503 -0.052 0.086 0.049 0.001
H 0.435 -1.321 4.965 -0.009 0.007 -0.011 0.000
H -0.711 5.807 -2.422 0.009 0.012 -0.005 0.000
C -0.457 -1.998 3.133 -0.042 0.086 0.036 0.034
N -0.276 -4.219 -0.125 0.310 -0.322 0.260 0.028
H -2.920 -2.700 -4.913 -0.002 0.008 0.012 -0.001
C -0.767 3.481 -0.934 0.149 0.038 0.094 0.004
H 2.615 3.652 2.310 -0.061 0.033 0.020 0.000
C 2.342 1.762 3.317 0.008 0.140 -0.103 0.001
H 4.397 4.546 3.814 0.029 -0.010 -0.014 0.000
H -3.640 -3.495 -2.941 0.001 -0.030 0.018 0.008
C -1.848 -2.304 -3.096 -0.076 -0.035 -0.022 -0.025
H -1.453 -1.647 3.371 0.018 0.069 -0.026 -0.003
C 1.838 -2.262 3.630 0.013 0.004 -0.156 0.001
C -4.176 1.198 -0.288 0.103 -0.083 0.009 0.027
Se -0.165 0.530 1.005 0.154 0.430 0.602 0.020
C -3.788 -4.062 -0.364 0.077 0.055 -0.109 0.004
C -4.358 -0.529 1.415 0.061 0.193 0.061 0.006
H 1.053 -0.556 -2.932 0.010 -0.023 -0.002 0.004
C -1.167 -1.560 -5.309 0.008 0.023 -0.002 0.014
H 0.436 2.759 -2.593 0.017 -0.057 -0.016 0.000
H -5.608 2.755 -0.194 0.006 0.002 0.011 0.000
H 4.294 3.102 4.818 0.015 -0.010 -0.010 0.000
H -1.298 -5.363 -1.496 -0.018 0.110 -0.063 0.002
H 2.623 -0.070 2.207 0.024 -0.006 0.002 -0.002
N 2.542 1.486 0.854 0.053 0.156 0.078 0.001
Br 3.322 -1.997 4.742 0.065 0.002 0.046 0.000
H 2.968 -3.287 2.116 -0.002 -0.022 0.026 0.000
H 1.257 1.665 3.267 -0.002 -0.036 0.005 -0.001
C 0.892 -3.071 1.603 -0.037 -0.139 -0.222 -0.002
H -2.464 -4.595 1.266 0.029 0.056 0.107 0.000
C -5.886 1.353 1.425 0.007 0.116 -0.076 0.018
C 1.288 1.429 0.344 0.089 -0.252 -0.354 0.017
H 4.902 4.113 -2.949 -0.002 0.010 0.009 0.000
H 0.604 6.629 -1.584 0.024 -0.007 -0.021 0.000
C -0.694 -1.707 -2.520 0.094 0.004 0.082 0.000
C -0.046 -0.947 -4.735 -0.023 -0.028 0.028 -0.006
Br 3.573 -5.235 -2.495 0.071 -0.036 -0.021 0.000
H -5.956 -0.235 2.835 -0.016 -0.027 -0.028 -0.001
H 2.500 3.546 -3.025 0.000 0.012 0.009 0.000
C -2.044 -2.222 -4.488 -0.036 0.029 -0.012 -0.010
H 0.909 4.577 -0.125 -0.029 0.030 0.065 0.000
C -3.383 -4.027 1.123 -0.400 0.052 0.037 0.007
C 2.737 3.240 3.317 0.087 -0.093 0.106 0.000
C 0.591 -1.812 4.017 -0.106 -0.100 0.021 -0.001
H 5.337 2.215 0.873 0.001 0.008 -0.007 0.000
C 2.573 2.572 -1.095 -0.075 -0.010 -0.054 0.002
C 2.103 -4.130 -0.342 0.072 -0.021 -0.040 -0.005
C 0.185 -1.023 -3.381 0.044 0.056 -0.038 0.028
C 0.799 -5.362 -1.928 -0.030 -0.032 0.055 0.002
Fe -1.564 -2.165 0.224 0.166 1.068 -1.029 4.233
C 0.096 2.420 -1.615 -0.033 -0.080 -0.026 0.005
N 1.294 2.089 -0.842 0.035 0.217 0.082 -0.002
C 2.001 -2.906 2.408 0.040 -0.017 0.141 -0.005
H 0.711 -5.985 -2.806 -0.003 0.000 0.004 0.000
H -1.338 -1.510 -6.375 -0.004 0.008 0.004 0.001
H -1.159 3.052 -0.012 -0.041 -0.027 -0.024 -0.002
H 0.652 -0.408 -5.364 0.004 -0.013 -0.002 0.000
H -4.932 -2.359 2.385 -0.028 -0.008 -0.052 0.007
H -6.716 1.893 1.858 -0.009 -0.009 -0.019 0.001
O -0.378 -1.773 -1.248 -0.526 -0.300 -0.058 0.136
C 0.214 5.650 -1.863 0.022 -0.010 0.064 0.000
H 3.053 -3.755 0.008 0.014 -0.025 -0.017 0.000
C 3.365 2.193 -0.017 0.014 -0.037 0.059 -0.001
C 4.451 3.578 -2.123 0.016 -0.024 0.012 0.001
H -0.477 1.501 -1.745 0.007 -0.010 -0.034 -0.001
C 4.716 2.506 0.037 -0.006 -0.004 0.011 0.000
C -5.456 0.181 1.968 0.094 -0.109 0.005 -0.012
C -0.040 4.790 -0.628 -0.064 -0.002 -0.137 0.000
C -3.657 0.008 0.291 -0.054 0.238 0.161 -0.007
H -4.169 -4.443 1.758 -0.020 -0.045 -0.045 0.006
O -2.606 -0.527 -0.232 -0.058 -0.573 0.134 0.162
H 4.030 1.000 2.193 0.008 -0.056 -0.048 0.000

=====

# 5
9
Properties=species:S:1:pos:R:3:forces:R:3:mulliken_spin:R:1 method="wB97M-V/def2-TZVPD" multiplicity=3 homo_ev="-5.40 / -10.00" e_lumo_ev="1.0 / -2.7" relative_energy_kcal_mol=71.4 orbital_gap_ha="0.23465 / 0.26762" total_charge=0
P 1.408 -0.052 -0.806 -0.561 -3.408 -2.659 0.923
H -2.011 -0.014 -2.699 -0.728 -0.306 -0.378 0.010
H -0.275 1.526 0.832 -0.522 0.803 -0.472 -0.020
H 1.478 -1.550 -0.795 0.829 1.412 0.153 0.016
C 0.108 0.543 0.933 -0.560 0.869 2.735 0.790
H -0.588 -0.261 0.923 -0.539 -0.577 -0.518 0.006
C -1.059 -0.315 -2.380 0.409 0.475 -0.085 0.333
H 0.731 0.495 1.815 0.540 -0.110 -0.031 -0.024
C 0.070 -0.299 -1.929 1.131 0.842 1.254 -0.033